315
Properties=species:S:1:pos:R:3:forces:R:3 method="wB97M-V/def2-TZVPD" orbital_gap_ev=8.04 total_charge=+2 multiplicity=1 e_lumo_ev=-2.722 de_lowest_ev=2.154
C -2.3680 -1.5488 -2.0014 1.0 0.7 0.0
C -1.7636 -0.1867 -1.5611 1.8 0.2 0.0
C -1.1204 -0.3113 -0.1362 -0.5 -0.7 -1.3
N 0.2318 0.3278 0.1455 0.3 -0.5 -0.9
C 0.5962 -0.2122 1.5467 -0.3 -0.2 -1.0
C 1.9019 0.2894 2.0824 0.1 1.2 -1.5
C 2.9905 -0.0845 1.0458 0.2 -1.9 2.0
C 2.7242 0.3725 -0.3221 -0.3 0.5 -1.0
C 1.3764 -0.0909 -0.8381 -0.2 -0.2 0.3
C 0.0490 1.8438 0.0806 -0.9 -1.5 1.1
H -3.1793 -1.8593 -1.3663 -0.2 -0.2 0.4
H -1.5279 -2.3079 -1.9558 -1.1 0.6 -0.4
H -2.8178 -1.4127 -2.9953 0.4 -0.3 0.1
H -2.4428 0.6647 -1.5506 -0.3 -0.3 -0.3
H -0.9435 0.0669 -2.2866 -0.9 -0.1 0.6
H -1.0108 -1.3939 -0.0507 0.4 0.0 0.6
H -1.8347 0.0628 0.6071 0.4 -0.1 0.1
H 0.6272 -1.3039 1.4273 -0.2 0.4 0.0
H -0.2608 0.0638 2.1208 -0.5 0.1 0.8
H 2.0784 -0.1749 3.0441 0.0 0.2 0.3
H 1.7475 1.3910 2.1662 0.7 -0.6 0.4
H 3.0793 -1.2057 1.1455 0.0 0.7 -0.5
H 3.9822 0.2567 1.2828 0.4 0.3 0.6
H 3.5347 0.0318 -1.0040 -0.6 0.2 0.3
H 2.7669 1.4471 -0.2685 0.0 0.6 -0.5
H 1.4891 -1.1857 -0.7864 -0.9 0.1 -0.2
H 1.1556 0.2797 -1.8569 -0.1 -0.3 0.7
H 0.0161 2.1558 -0.9515 -0.5 -0.1 -0.4
H 0.9327 2.2544 0.4851 0.8 0.7 0.6
H -0.8520 2.0488 0.7223 0.8 0.2 -0.7
C 4.5804 1.6882 -5.7667 1.2 -0.3 -1.0
C 5.8362 2.0155 -4.8859 -1.6 0.1 -1.7
C 5.4449 1.6932 -3.4582 0.2 0.3 -0.4
N 6.2497 2.4337 -2.4351 0.6 -0.1 -1.5
C 6.1328 3.8906 -2.6364 -0.2 1.4 -0.4
C 6.8730 4.6313 -1.5416 -0.1 1.4 0.3
C 6.3069 4.2738 -0.1812 0.9 -1.7 0.7
C 6.3526 2.7106 0.0401 0.1 -0.1 1.3
C 5.6811 2.0161 -1.1300 1.8 -0.7 0.6
C 7.6549 1.9571 -2.6867 -0.5 -1.1 0.5
H 4.7446 1.8434 -6.8664 0.3 -0.2 0.9
H 3.7746 2.3516 -5.5215 -0.6 0.1 0.5
H 4.2968 0.6428 -5.6207 -0.3 0.2 0.0
H 5.9841 3.0707 -5.1189 0.3 0.0 0.5
H 6.6984 1.4802 -5.2748 0.1 -0.2 0.2
H 5.6779 0.6500 -3.2398 -0.5 -0.2 -0.1
H 4.3914 1.9348 -3.2831 0.2 -0.2 0.0
H 5.0526 4.0842 -2.5406 0.2 0.1 -0.1
H 6.4653 4.2593 -3.6568 -0.3 -1.0 1.3
H 6.7189 5.7390 -1.6577 0.2 -1.0 -0.3
H 7.9585 4.4694 -1.5787 -0.2 0.0 -0.1
H 5.2667 4.4916 -0.1365 -0.9 0.6 0.0
H 6.8310 4.8403 0.6069 -0.2 -0.4 -0.2
H 5.6629 2.3494 0.8511 0.6 0.9 -0.2
H 7.3637 2.3413 0.3679 -0.7 0.2 -0.8
H 4.6465 2.2583 -1.0385 -0.9 0.5 -0.7
H 5.7796 0.9217 -1.1466 0.0 0.2 0.5
H 7.8962 2.2255 -3.6980 0.0 -0.2 -0.5
H 7.6313 0.8505 -2.5103 0.3 0.9 -0.3
H 8.4132 2.4380 -2.1103 0.1 0.3 1.0
C 4.3215 -4.3351 -0.7952 -1.1 -1.0 2.7
C 4.1259 -4.1985 -2.2303 0.8 0.2 -2.5
C 3.2651 -2.9993 -2.6453 -0.4 0.7 2.1
N 3.1619 -2.7054 -4.1125 -0.3 1.7 0.9
C 2.6937 -3.8807 -4.8674 -0.3 -0.1 -0.3
C 1.3378 -4.4065 -4.3924 -0.4 1.2 0.1
C 0.2587 -3.2860 -4.5317 -0.8 0.1 0.4
C 0.7154 -1.9637 -3.8517 1.4 -0.3 -0.1
C 2.1309 -1.5430 -4.3164 -0.2 -0.8 0.9
C 4.4873 -2.2042 -4.5432 1.2 -0.7 -1.8
H 4.7913 -5.3182 -0.5186 -0.4 0.9 -0.4
H 3.2848 -4.3524 -0.3660 0.8 0.0 0.2
H 4.8799 -3.5431 -0.3161 0.1 0.3 0.0
H 3.7436 -5.1518 -2.5670 -0.6 -0.1 -0.5
H 5.1047 -4.1309 -2.7101 0.1 0.2 -0.2
H 3.6151 -2.0791 -2.0803 0.1 -0.8 -1.1
H 2.2518 -3.0962 -2.2421 0.1 -0.5 -0.3
H 3.4456 -4.6446 -4.7905 0.4 -0.3 0.0
H 2.6697 -3.5093 -5.9031 -0.2 -0.5 0.1
H 1.2999 -4.7992 -3.3577 0.4 0.5 -0.3
H 1.1331 -5.2766 -4.9845 -0.4 -0.3 -0.7
H -0.6692 -3.6324 -4.0394 0.4 0.1 0.0
H -0.0962 -3.0732 -5.5620 0.7 -0.2 0.2
H 0.7334 -2.0901 -2.7624 -0.4 0.2 -0.3
H 0.1681 -1.0635 -4.1289 -0.7 -0.2 0.3
H 2.5198 -0.6269 -3.8389 -0.2 -0.4 0.1
H 2.0319 -1.3162 -5.3664 0.6 -0.3 -0.6
H 5.0902 -2.9914 -5.0403 -0.5 0.0 0.6
H 5.0746 -1.8392 -3.7190 0.1 0.4 0.5
H 4.4212 -1.4556 -5.3310 -0.5 0.2 0.2
C -7.0182 -1.2610 -7.2863 0.4 -0.5 -0.7
C -5.5018 -1.1203 -6.9208 -1.7 0.7 -1.8
C -5.1457 0.3429 -7.2418 1.4 0.0 0.0
N -3.6275 0.6050 -7.3788 0.6 -0.1 -0.6
C -3.3633 2.0462 -7.9165 -0.8 0.7 0.4
C -1.8988 2.4070 -8.0692 0.8 -0.6 1.2
C -1.2689 2.1654 -6.6630 0.4 0.9 -0.1
C -1.3612 0.7106 -6.2349 -0.5 -0.7 1.4
C -2.8545 0.2307 -6.1115 0.0 2.1 0.1
C -3.0876 -0.2596 -8.4591 0.3 -0.2 0.3
H -7.2753 -0.8389 -8.2849 0.6 -0.3 0.5
H -7.6967 -0.7742 -6.6141 -0.2 0.0 0.7
H -7.1958 -2.3465 -7.3564 -0.4 0.5 0.2
H -5.0906 -1.8200 -7.6432 0.7 0.1 0.1
H -5.3282 -1.4800 -5.9183 0.2 0.4 0.3
H -5.4608 0.9895 -6.4342 -0.3 0.2 0.1
H -5.5360 0.7051 -8.2169 -0.1 -0.5 0.7
H -3.8968 2.7474 -7.2560 0.3 -0.3 0.1
H -3.8267 2.1690 -8.8922 -0.5 -0.6 0.0
H -1.6682 3.4346 -8.4616 -0.8 -0.9 0.5
H -1.4550 1.7045 -8.7998 0.1 0.6 0.3
H -1.7393 2.8031 -5.8758 0.2 -0.4 -0.7
H -0.2169 2.4798 -6.6874 -0.2 -0.2 0.1
H -0.9295 0.5948 -5.1971 -0.3 0.2 -1.0
H -0.7495 0.1117 -6.9218 -0.3 -0.2 0.2
H -3.3789 0.7288 -5.2585 0.5 0.0 -0.6
H -3.0494 -0.8135 -5.9426 0.4 -0.6 -0.2
H -3.2430 -1.3205 -8.2399 0.1 0.4 -0.1
H -2.0332 -0.0167 -8.5773 -0.2 -0.5 0.0
H -3.6047 0.0591 -9.3309 -0.4 -0.2 -1.0
C -3.6034 6.0355 2.6161 -1.0 -0.8 0.3
C -3.2015 5.6750 1.1782 0.6 0.4 -0.4
C -4.3634 5.2652 0.2821 1.2 0.4 0.0
N -3.9112 4.5309 -0.9863 -1.8 0.4 0.9
C -4.9602 4.9119 -2.0798 1.2 -0.5 1.7
C -4.6111 4.3037 -3.3738 -0.9 0.9 -1.3
C -3.1655 4.5066 -3.8140 -1.0 0.3 -2.5
C -2.1783 4.1736 -2.7481 0.5 0.1 1.2
C -2.5663 4.9580 -1.4472 1.3 -0.1 -1.6
C -3.9389 3.0580 -0.6672 -0.6 0.1 -1.3
H -3.5223 5.1660 3.2841 0.5 0.2 -0.2
H -4.6598 6.3282 2.7900 0.4 0.1 -0.7
H -2.9949 6.8650 2.9379 0.2 0.1 0.4
H -2.3987 4.8681 1.1528 -1.0 1.1 0.4
H -2.8352 6.6169 0.7468 0.6 -0.4 0.0
H -4.9436 6.1256 -0.0523 0.0 0.0 0.3
H -4.9358 4.6183 0.8953 -1.1 -0.9 0.0
H -4.8386 5.9871 -2.1454 -0.3 0.3 0.1
H -5.9432 4.6289 -1.6814 0.3 0.1 -0.2
H -5.3750 4.7550 -4.0246 0.6 0.6 -0.5
H -4.9497 3.3312 -3.5116 -0.1 -2.1 0.6
H -3.1414 5.5528 -4.2179 0.7 -0.5 0.7
H -3.0039 3.9050 -4.7483 -0.1 0.3 0.9
H -1.1439 4.3823 -3.0093 0.1 0.6 -0.1
H -2.0386 3.0883 -2.5496 -0.7 0.5 -0.1
H -2.5322 6.0677 -1.6362 -0.4 -1.0 0.2
H -1.7892 4.7467 -0.7205 -0.3 -0.1 0.3
H -3.1798 2.9102 0.0618 0.9 -0.5 0.4
H -3.8438 2.5162 -1.6234 0.3 0.1 0.9
H -4.8836 2.7581 -0.2095 -0.1 0.4 -0.2
C 6.1031 0.7743 10.3757 -1.0 0.5 -1.5
C 6.0317 0.1844 8.9123 1.1 0.1 0.7
C 5.8813 1.3216 7.8255 0.7 -0.4 1.2
N 6.4526 0.9527 6.4613 0.2 -1.5 -1.2
C 6.0531 -0.4911 6.0350 -0.7 1.4 0.1
C 6.3769 -0.8371 4.6030 1.3 -0.7 0.9
C 5.7571 0.1123 3.6622 0.6 2.5 -1.3
C 6.1545 1.6220 3.9645 -1.5 -1.9 1.5
C 5.8874 1.9168 5.4637 -1.1 1.6 -0.4
C 7.9760 1.0095 6.4234 -0.8 1.1 0.1
H 7.0954 0.8592 10.7805 0.4 -0.4 0.1
H 5.4053 0.2649 11.0449 0.4 0.0 0.0
H 5.7577 1.8007 10.2725 -0.2 0.2 0.4
H 5.1632 -0.4952 8.8934 0.4 0.3 -0.4
H 6.9667 -0.4257 8.7812 -0.9 0.5 -0.2
H 6.4396 2.2665 8.0851 -0.6 -1.0 0.0
H 4.7889 1.5064 7.7905 0.7 0.1 -0.7
H 4.9718 -0.5060 6.0714 -0.3 0.1 0.7
H 6.4971 -1.1127 6.7833 0.1 -0.6 0.2
H 5.9813 -1.8476 4.4720 0.1 0.0 -0.1
H 7.4663 -0.8958 4.4698 -0.2 -0.1 -0.2
H 4.6805 0.0780 3.7121 -0.5 -0.2 0.0
H 6.0608 -0.0726 2.6273 -0.2 -0.3 0.1
H 5.5291 2.2764 3.3777 -0.4 0.3 -0.1
H 7.1425 1.8927 3.7222 1.5 -0.1 -0.4
H 4.7613 1.9477 5.6662 1.5 -0.1 -0.2
H 6.3586 2.9062 5.7059 -0.7 -0.7 0.0
H 8.3999 0.3435 7.1583 0.0 -0.4 0.0
H 8.2117 2.0240 6.7185 0.2 0.2 0.1
H 8.3902 0.8840 5.4095 -0.5 -0.3 0.5
C -2.1653 1.1433 7.6624 -0.7 -0.1 -0.7
C -1.1591 1.6134 6.6304 -0.4 1.9 -0.5
C -1.2221 3.1691 6.5633 -0.9 0.9 0.0
N -0.1007 3.9111 5.7757 -1.8 -0.2 -0.8
C -0.1016 3.3873 4.3431 -0.3 -1.5 0.4
C 0.6910 4.1713 3.3406 -0.6 0.8 -0.5
C 0.1371 5.6116 3.3322 0.0 -0.1 -0.1
C 0.4229 6.1805 4.7503 -1.1 0.0 -0.6
C -0.4470 5.3703 5.7830 0.3 0.7 -1.2
C 1.2032 3.6457 6.3808 0.4 0.7 0.8
H -1.8780 1.3553 8.6713 0.3 0.0 0.6
H -2.2822 0.0644 7.5202 -0.2 0.1 0.3
H -3.1464 1.6391 7.5112 0.4 -0.4 0.0
H -1.5031 1.2392 5.6477 0.7 0.0 0.4
H -0.1358 1.3401 6.8667 -0.2 -0.5 -0.2
H -1.1768 3.6571 7.5535 0.2 -0.5 -0.1
H -2.2575 3.5125 6.1846 1.8 -0.5 0.0
H -1.1442 3.2700 3.9797 0.4 0.4 0.4
H 0.2764 2.3619 4.4521 0.1 0.2 -0.1
H 0.4474 3.6833 2.4072 -0.1 -0.1 -0.5
H 1.7775 4.1142 3.3716 0.1 0.1 0.4
H -0.9630 5.5249 3.1900 0.5 0.1 0.2
H 0.4796 6.2180 2.4567 0.1 -0.4 1.1
H 0.1963 7.2595 4.7924 -0.3 -0.5 0.3
H 1.4879 6.1179 4.9505 0.1 -0.2 0.2
H -1.5163 5.4011 5.4944 0.6 0.3 0.1
H -0.3277 5.7713 6.7826 0.0 -0.2 0.3
H 1.1725 4.1276 7.4097 0.4 -0.9 -1.1
H 1.9884 4.0990 5.7423 -0.5 -0.2 0.6
H 1.3263 2.5658 6.3554 0.5 0.1 0.4
C -1.7077 -2.3932 4.8372 -1.6 1.6 1.2
C -3.1138 -2.7355 4.3679 -0.3 0.0 -1.5
C -3.1552 -2.6856 2.8258 -0.5 0.5 0.2
N -4.5652 -2.9128 2.2317 0.4 -0.9 1.6
C -5.6564 -1.9675 2.8785 1.4 -0.5 0.5
C -6.9810 -2.1955 2.2202 -0.5 -0.4 1.0
C -6.8226 -1.8196 0.7494 -1.9 0.8 1.6
C -5.8211 -2.6793 0.1006 -0.1 -1.3 -1.3
C -4.4833 -2.6743 0.7690 0.8 1.4 -0.8
C -4.9363 -4.3344 2.5643 -0.9 0.6 -0.8
H -0.9284 -2.9920 4.4577 0.8 -1.1 -0.2
H -1.8335 -2.4015 5.9362 1.0 -0.1 -0.4
H -1.4600 -1.3561 4.5499 -0.1 -0.3 0.1
H -3.8232 -1.9908 4.7419 0.4 0.0 0.1
H -3.4806 -3.7018 4.7279 0.4 0.0 0.1
H -2.4519 -3.3823 2.3360 -0.6 -0.1 0.1
H -2.8797 -1.6905 2.4909 0.0 0.3 0.1
H -5.3289 -1.0018 2.5672 0.6 1.0 0.2
H -5.5876 -2.0518 4.0023 -0.2 -0.2 -1.4
H -7.7783 -1.6104 2.7327 0.7 -0.1 -0.4
H -7.2593 -3.2359 2.4311 -0.3 0.1 -0.5
H -6.5201 -0.7717 0.7788 0.1 0.1 -0.5
H -7.8432 -1.8444 0.3463 0.5 -0.1 -0.6
H -5.6936 -2.3671 -0.9310 0.3 0.1 -0.2
H -6.1991 -3.6994 0.0296 -0.2 -0.3 0.0
H -4.1385 -1.6217 0.6737 0.2 -0.5 0.2
H -3.7221 -3.3250 0.2566 -0.6 0.3 0.9
H -5.8407 -4.5566 1.9603 0.7 -0.3 0.6
H -5.1530 -4.3742 3.6243 -0.2 -0.1 0.1
H -4.1201 -5.0106 2.3477 0.2 0.1 -0.3
C -3.7365 -4.6462 -3.8997 -1.0 1.2 0.6
C -3.3823 -5.1512 -2.5090 -0.5 0.2 -0.3
C -3.3705 -6.6171 -2.5936 0.6 -2.2 1.2
N -3.0812 -7.3513 -1.2323 1.6 0.5 -0.3
C -3.6597 -6.6174 -0.0485 -0.2 -1.3 0.4
C -3.6294 -7.5267 1.1705 -2.9 0.2 0.4
C -4.4169 -8.8659 0.9616 2.1 1.4 -0.1
C -3.6399 -9.5915 -0.1496 -1.2 -1.4 0.4
C -3.7036 -8.6979 -1.3786 0.7 -0.1 -0.1
C -1.5270 -7.5654 -1.0854 -1.5 0.0 0.8
H -3.7141 -3.5350 -3.8638 0.1 -0.7 -0.5
H -4.7261 -4.9502 -4.2600 -0.1 0.1 0.4
H -3.0583 -5.0731 -4.6007 0.8 0.1 -0.7
H -4.0587 -4.7959 -1.7131 0.3 0.0 -0.5
H -2.3660 -4.8756 -2.3051 0.5 0.7 0.6
H -2.5992 -7.0055 -3.2680 0.1 0.3 0.1
H -4.2699 -7.0979 -2.9527 -0.6 0.4 0.0
H -4.7228 -6.4938 -0.2786 0.2 0.6 -0.2
H -3.0514 -5.7406 0.1894 -0.3 0.2 -0.7
H -4.2131 -7.0039 1.9552 0.5 0.0 -0.3
H -2.6580 -7.6042 1.5516 1.5 -0.6 0.5
H -5.4012 -8.5593 0.6365 -0.4 -0.3 -0.3
H -4.5129 -9.3370 1.9290 0.1 -0.6 0.0
H -4.1767 -10.5248 -0.4217 0.2 0.4 0.0
H -2.6423 -9.9901 0.1808 -0.7 1.0 -0.4
H -4.7131 -8.4998 -1.7344 -0.2 -0.4 0.5
H -3.1618 -9.1099 -2.2131 0.0 -0.5 -0.4
H -1.3088 -8.2993 -1.8299 0.4 -0.1 -0.7
H -1.2851 -8.0520 -0.1256 -0.4 0.5 -0.3
H -0.9981 -6.6216 -1.1780 -0.1 0.2 -0.2
As -6.0722 0.4054 -2.8968 0.8 -0.6 0.3
F -5.3537 -0.1419 -1.4173 -0.1 -0.1 0.7
F -6.7593 1.7345 -2.1534 -0.4 2.0 0.9
F -6.5773 0.9474 -4.4512 -0.3 0.4 -0.5
F -5.4209 -0.9612 -3.6663 0.7 -1.3 -0.7
F -7.5134 -0.4201 -2.5721 -0.8 -0.9 -0.1
F -4.5648 1.2467 -3.1100 0.5 0.4 -0.7
O 1.3289 3.5210 -3.0893 0.1 -2.0 0.2
C 1.2713 2.1034 -3.2762 1.0 0.4 0.2
O 0.1212 1.5438 -3.3127 1.9 1.2 -0.4
O 2.4354 1.5613 -3.3229 -2.4 0.2 -0.1
H 2.1473 3.6007 -2.4995 -1.1 0.3 -0.4
O 7.5377 -2.1467 -0.5720 1.6 -1.9 1.8
C 6.4572 -1.5852 -1.1472 2.3 1.9 0.9
O 5.7250 -1.1717 -0.2712 -3.2 0.7 0.6
O 6.6044 -1.2757 -2.3324 -1.3 -0.2 -2.4
H 7.9535 -2.8255 -1.0776 0.5 -0.4 -1.1
C 1.8780 5.5668 0.2568 0.4 -0.8 -0.6
C 2.7191 4.2229 0.2688 -0.6 0.5 -1.6
O 2.7455 3.5756 -0.8477 0.3 0.7 1.4
O 3.3278 3.9257 1.3036 -0.2 -0.2 0.1
H 2.1682 6.1818 1.0666 0.3 0.5 1.1
H 0.7927 5.4861 0.2609 -0.1 -0.6 0.2
H 2.0703 6.1511 -0.6309 0.3 -0.1 -0.5
C -4.3164 1.8579 4.0209 1.6 -0.1 -1.6
C -3.3212 1.7149 2.8238 0.1 0.0 0.1
O -2.5435 2.6719 2.6021 0.0 0.5 -0.1
O -3.3481 0.6522 2.1531 -0.4 -0.3 0.2
H -5.1310 1.2432 3.7416 -1.2 -0.3 0.2
H -4.5191 2.8888 4.1971 -0.6 0.7 -0.1
H -3.8352 1.5025 4.9020 0.4 -0.6 0.8
C 0.5819 -3.8540 1.0489 -0.4 0.9 -1.4
C -0.4419 -4.3971 -0.0008 -0.4 0.6 -0.2
O -1.6185 -4.6260 0.4384 0.9 0.2 -0.1
O -0.0750 -4.5637 -1.1995 0.0 0.0 0.9
H 1.2158 -4.6830 1.2783 0.6 -0.5 0.4
H 0.0514 -3.5053 1.9409 0.2 -0.1 -0.1
H 1.2224 -3.0176 0.6247 -0.7 -1.1 0.4
C 2.3248 -1.3280 6.5213 1.4 1.4 -0.1
C 2.1299 0.2076 6.1463 0.0 -1.7 -0.9
O 2.9070 0.9999 6.7258 0.0 0.4 0.0
O 1.2482 0.4538 5.2714 0.9 0.1 0.9
H 2.5404 -1.3791 7.5977 0.1 -0.2 -0.3
H 3.1698 -1.8065 5.9386 -0.9 0.6 0.6
H 1.4229 -1.8196 6.2961 -1.1 -0.9 -0.3